A 2-piece molecular cluster, C2H5N2O2S overall in a non-equilibrium geometry, computed with wB97M-V/def2-TZVPD.

Computed properties:
total charge: +1
orbital gap (spin up / spin down): 8.18 / 8.18 eV
LUMO (spin up / spin down): -5.9 / -5.9 eV

Bonds (Å) are listed after each position.
Atoms and positions in Å:
1 C 0.061 0.221 -0.822  C2 1.385, N3 1.374, H8 1.105
2 C -0.139 -0.406 0.397  C1 1.385, S7 1.579
3 N 0.908 -0.314 -1.762  C1 1.374, O5 1.173, O6 1.295
4 N -1.020 0.876 1.647  H9 0.996, H10 1.006, H11 1.041
5 O 1.480 0.390 -2.506  N3 1.173
6 O 1.181 -1.580 -1.773  N3 1.295, H12 1.055
7 S 0.397 -1.626 1.246  C2 1.579
8 H -0.160 1.279 -1.048  C1 1.105
9 H -0.480 0.553 2.418  N4 0.996
10 H -2.020 0.798 1.725  N4 1.006
11 H -0.856 1.893 1.492  N4 1.041
12 H 0.648 -2.084 -1.013  O6 1.055